[1]
ORCA calculation (ωB97M-V/def2-TZVPD) on a 2-piece molecular cluster, C5H11NO2 overall at a distorted geometry.

The geometry in XYZ format:
```
19
Properties=species:S:1:pos:R:3:forces:R:3:lowdin_charge:R:1
C -1.57955 2.47083 0.67755 -0.329 1.472 -0.385 0.006
C -0.65766 1.88420 -0.07054 0.424 -0.564 0.676 -0.192
C -0.79071 0.50810 -0.62845 0.024 -0.149 -0.806 -0.216
C -0.20004 -0.55175 0.29307 -1.613 0.006 -0.192 -0.218
N 0.06119 -1.80149 -0.41323 0.909 -0.984 1.796 0.021
C 0.27354 -2.91839 0.34525 -0.376 -1.087 -1.076 -0.357
O 0.19992 -4.02228 -0.16905 0.256 0.193 0.407 0.009
H -2.61425 2.18775 0.82216 0.084 -0.762 -0.189 0.060
H -1.44196 3.49116 1.03324 0.439 -0.237 0.187 0.055
H 0.34959 2.29209 -0.13113 -0.194 0.333 -0.089 0.101
H -1.85140 0.33815 -0.83991 0.128 -0.380 0.155 0.118
H -0.27036 0.37955 -1.58573 -0.037 0.478 -0.030 0.113
H -0.96575 -0.70511 1.06903 0.302 -0.140 0.039 0.126
H 0.68786 -0.20733 0.81319 0.316 0.096 -0.169 0.109
H -0.24824 -2.21374 -1.27906 -0.556 1.287 -0.748 0.144
H 0.44866 -2.82542 1.41090 0.230 0.482 0.445 0.132
O 3.09891 0.58580 -0.70593 0.623 -0.008 -1.042 -0.042
H 2.29034 0.07804 -0.76936 -0.169 0.033 0.525 0.003
H 3.20990 1.02986 0.12801 -0.459 -0.069 0.499 0.029
```
Forces are in eV/Å.

## Properties
HOMO-LUMO gap, eV: 10.669
SMILES: C=CCCNC=O.O
Multiplicity: 1
F_max, Eh/bohr: 0.04356
Relative energy (zero: lowest compared OMol25 entry of this formula, charge and spin), kcal per mole: 44.85
Charge: 0


[2]
ORCA calculation (ωB97M-V/def2-TZVPD) on C5H11NO2 in the gas phase at a distorted geometry.

The geometry in XYZ format:
```
19
Properties=species:S:1:pos:R:3:forces:R:3:lowdin_charge:R:1
C 1.23831 2.32330 -0.27710 0.177 1.216 -1.958 -0.019
C 0.95813 1.56019 0.93867 -0.747 -1.885 0.838 -0.548
O 0.81239 1.98058 2.06583 0.306 0.587 -0.026 0.058
N 0.88008 0.18212 0.73493 -0.303 -0.315 -0.600 0.048
C 0.64530 -0.59200 -0.49700 3.107 1.311 -0.612 -0.209
C -0.75270 -1.05386 -0.83496 -0.881 -0.213 -1.843 -0.186
C -1.78873 -1.12803 0.26080 0.603 1.847 1.525 -0.301
O -1.48476 -2.05352 1.27108 0.348 -2.481 -0.698 -0.083
H 1.09891 3.40842 -0.27299 0.207 -0.206 0.878 0.091
H 2.25899 2.11035 -0.62951 -0.273 0.045 0.109 0.100
H 0.56027 2.03608 -1.08426 0.093 -0.376 0.017 0.078
H 0.83338 -0.36433 1.57664 -0.236 0.163 0.333 0.131
H 1.20587 -0.02297 -1.31387 -1.556 -0.289 0.598 0.125
H 1.37895 -1.41217 -0.52636 -0.603 -0.361 0.750 0.114
H -0.66011 -2.06263 -1.29757 -0.071 0.387 0.291 0.116
H -1.20761 -0.45693 -1.67710 0.473 -0.212 0.855 0.125
H -2.77529 -1.32371 -0.15687 -0.133 0.257 -0.050 0.113
H -1.75232 -0.19452 0.90500 -0.539 -0.483 -1.374 0.138
H -1.44906 -2.93639 0.81464 0.027 1.008 0.966 0.110
```
Forces are in eV/Å.

## Properties
HOMO-LUMO gap, eV: 10.149
SMILES: CC(=O)NCCCO
Multiplicity: 1
F_max, Eh/bohr: 0.06666
Relative energy (zero: lowest compared OMol25 entry of this formula, charge and spin), kcal per mole: 29.90
Charge: 0


[3]
ORCA calculation (ωB97M-V/def2-TZVPD) on C5H11NO2 in the gas phase at a distorted geometry.

The geometry in XYZ format:
```
19
Properties=species:S:1:pos:R:3:forces:R:3:lowdin_charge:R:1
O -2.03284 -2.01263 -2.20045 -0.005 0.187 0.023 0.015
C -1.57164 -1.17121 -1.45757 -0.348 -1.101 -0.266 -0.350
N -1.68406 -1.27163 -0.09311 -0.169 0.571 -0.562 0.034
C -1.34092 -0.13524 0.73880 0.374 1.260 -0.505 -0.218
C 0.04244 -0.21692 1.37135 -0.006 0.178 0.808 -0.195
C 1.23794 0.05550 0.46450 0.240 -0.726 0.132 -0.198
C 1.31409 1.35028 -0.31338 -0.314 0.034 -0.972 -0.266
O 2.17415 1.19588 -1.44578 -0.134 0.146 -0.219 -0.074
H -1.01829 -0.32578 -1.88527 0.175 0.287 0.470 0.135
H -2.42732 -1.91534 0.14680 0.257 0.030 0.355 0.143
H -1.35895 0.75605 0.09347 0.052 -0.170 -0.033 0.103
H -2.08520 0.15415 1.47693 -0.253 -0.742 0.174 0.118
H 0.14286 -1.21694 1.80308 0.143 0.014 -0.046 0.113
H 0.09210 0.46350 2.23118 -0.188 0.059 -0.115 0.111
H 1.31220 -0.77765 -0.23722 -0.038 0.147 -0.314 0.114
H 2.14761 -0.02463 1.06521 0.005 -0.038 0.117 0.113
H 0.36486 1.60357 -0.80099 -0.019 -0.105 0.319 0.104
H 1.58406 2.22116 0.28451 0.155 -0.052 0.212 0.120
H 3.10691 1.26789 -1.24208 0.075 0.020 0.422 0.080
```
Forces are in eV/Å.

## Properties
HOMO-LUMO gap, eV: 10.613
SMILES: O=CNCCCCO
Multiplicity: 1
F_max, Eh/bohr: 0.02738
Relative energy (zero: lowest compared OMol25 entry of this formula, charge and spin), kcal per mole: 26.24
Charge: 0


[4]
ORCA calculation (ωB97M-V/def2-TZVPD) on C5H11NO2 in the gas phase at a distorted geometry.

The geometry in XYZ format:
```
19
Properties=species:S:1:pos:R:3:forces:R:3:lowdin_charge:R:1
C -0.78686 -0.63355 2.93719 1.438 0.298 -0.481 -0.086
C -0.40154 0.32051 1.70482 -0.724 0.219 3.246 -0.418
N 0.88853 0.98393 2.11692 0.180 -0.825 -2.111 0.001
C -0.35360 -0.49001 0.37852 0.822 -0.781 0.969 -0.192
C -0.62076 0.43368 -0.74691 3.009 2.393 -0.711 -0.121
C 0.09551 0.09105 -2.04194 2.297 -2.009 -0.926 -0.466
O 0.21608 0.68684 -3.06251 -1.046 1.721 -0.385 0.111
O 0.80497 -1.11812 -2.01055 -1.287 -0.093 2.586 0.045
H -0.37390 -0.25200 3.97475 -1.404 -0.635 -2.076 0.103
H -1.83185 -0.88381 2.85082 -0.619 0.295 0.731 0.051
H -0.31258 -1.60585 2.73645 0.303 0.231 0.270 0.061
H -1.18895 1.19231 1.74619 1.197 -1.735 -0.738 0.150
H 0.96199 0.94690 3.12543 0.267 -0.063 -0.231 0.038
H 1.67923 0.47461 1.66490 -0.754 0.599 0.886 0.080
H 0.66891 -0.90024 0.16557 -0.741 0.247 0.927 0.119
H -1.02542 -1.41085 0.35119 0.608 1.355 0.314 0.145
H -0.28051 1.54080 -0.46828 -0.721 -2.294 -0.744 0.183
H -1.61088 0.45229 -0.99454 -2.831 0.446 -0.589 0.092
H 1.32934 -1.32155 -2.77653 0.007 0.630 -0.937 0.103
```
Forces are in eV/Å.

## Properties
HOMO-LUMO gap, eV: 9.976
SMILES: C[C@@H](N)CCC(=O)O
Multiplicity: 1
F_max, Eh/bohr: 0.07604
Relative energy (zero: lowest compared OMol25 entry of this formula, charge and spin), kcal per mole: 38.28
Charge: 0


[5]
ORCA calculation (ωB97M-V/def2-TZVPD) on C5H11NO2 in the gas phase at a distorted geometry.

The geometry in XYZ format:
```
19
Properties=species:S:1:pos:R:3:forces:R:3:lowdin_charge:R:1
C -0.77237 0.74905 1.48648 0.258 -0.405 -0.221 -0.055
C 0.61881 0.31935 1.05011 -0.370 -0.729 -1.603 -0.367
C 1.61047 1.44885 0.96627 0.497 -0.473 -1.349 -0.048
O 0.62274 -0.14088 -0.41736 -0.312 0.321 1.620 -0.202
C 0.29232 -1.46415 -0.76321 -0.025 -0.173 0.077 -0.135
C -0.78040 -1.47373 -1.86043 -0.106 -0.066 0.492 -0.531
N -1.51244 -0.33892 -1.88237 -0.248 0.459 -0.228 0.172
O -1.00616 -2.43689 -2.55855 0.188 -0.249 -0.082 0.050
H -1.47945 -0.07621 1.42179 -0.095 -0.019 0.046 0.078
H -1.12953 1.56984 0.86687 0.005 0.055 -0.067 0.080
H -0.72909 1.09926 2.51668 -0.024 -0.009 0.087 0.086
H 0.98530 -0.52094 1.65146 -0.064 0.082 -0.153 0.139
H 2.39725 1.37363 1.71143 0.065 0.163 -0.031 0.077
H 1.99203 1.23498 -0.07861 0.333 0.943 1.369 0.108
H 1.13366 2.42500 0.97656 0.037 0.089 0.122 0.076
H 1.17960 -1.99416 -1.14125 -0.241 0.106 0.064 0.134
H -0.10023 -2.03429 0.09296 0.007 0.083 -0.168 0.136
H -2.18301 -0.21076 -2.62464 0.100 -0.107 0.080 0.115
H -1.13949 0.47096 -1.41421 -0.004 -0.071 -0.054 0.088
```
Forces are in eV/Å.

## Properties
HOMO-LUMO gap, eV: 10.343
SMILES: CC(C)OCC(N)=O
Multiplicity: 1
F_max, Eh/bohr: 0.03500
Relative energy (zero: lowest compared OMol25 entry of this formula, charge and spin), kcal per mole: 22.07
Charge: 0


[6]
ORCA calculation (ωB97M-V/def2-TZVPD) on a 2-piece molecular cluster, C5H11NO2 overall at a distorted geometry.

The geometry in XYZ format:
```
19
Properties=species:S:1:pos:R:3:forces:R:3:lowdin_charge:R:1
C 1.31945 -0.18962 1.70347 0.014 0.561 1.819 -0.015
C 1.44050 -0.56007 0.45751 0.005 -0.856 -1.468 -0.188
C 0.43676 -1.42864 -0.28480 -0.264 0.384 1.666 -0.163
C -0.41974 -0.57200 -1.22847 -0.369 -1.679 -0.399 -0.366
N -1.60344 -1.29031 -1.76566 0.214 0.665 0.195 0.043
C -0.97807 0.70067 -0.60686 1.113 -0.032 -1.600 -0.246
O -1.49324 0.86143 0.45514 -0.332 -0.210 0.296 0.079
H 1.90607 0.60380 2.14416 0.699 -0.119 -0.157 0.054
H 0.65343 -0.60215 2.46302 -0.487 -0.033 -0.728 0.074
H 2.29865 -0.24620 -0.14200 -0.320 0.461 0.117 0.110
H 0.94797 -2.26577 -0.75739 -0.223 0.010 -0.413 0.110
H -0.27505 -1.82682 0.46774 0.401 -0.026 -0.315 0.122
H 0.13967 -0.30777 -2.13724 0.150 0.309 0.458 0.136
H -2.30737 -1.39659 -1.04778 0.022 -0.241 0.080 0.072
H -1.33513 -2.19197 -2.12744 -0.046 -0.166 -0.005 0.069
H -0.79554 1.46333 -1.38269 -0.601 0.970 0.490 0.126
O 0.24110 3.27677 1.10118 0.960 1.064 -0.767 -0.056
H -0.70039 3.33817 0.94165 -0.127 -0.709 0.582 0.028
H 0.52437 2.63374 1.74647 -0.810 -0.355 0.148 0.011
```
Forces are in eV/Å.

## Properties
HOMO-LUMO gap, eV: 10.352
SMILES: C=CC[C@@H](N)C=O.O
Multiplicity: 1
F_max, Eh/bohr: 0.03792
Relative energy (zero: lowest compared OMol25 entry of this formula, charge and spin), kcal per mole: 57.14
Charge: 0


| no. | LUMO (eV) | E_tot (hartree) | E_HOMO (hartree) |
| --- | --- | --- | --- |
| 1 | 0.71 | -402.3067 | -0.366 |
| 2 | 0.71 | -402.3305 | -0.347 |
| 3 | 0.83 | -402.3363 | -0.360 |
| 4 | 0.75 | -402.3171 | -0.339 |
| 5 | 0.88 | -402.3430 | -0.348 |
| 6 | 0.89 | -402.2871 | -0.348 |